The following is a quantum chemistry calculation of C27H58NOsP3 as an isolated structure, from the OMol25 dataset.

Properties
- Charge: +2
- Orbital gap (alpha / beta): 6.327 / 2.678 eV
- Strongest force on any atom: 0.1579 hartree/bohr
- HOMO (alpha / beta): -10.68 / -11.76 eV
- Spin multiplicity: 5

Geometry (Å):
P 0.6324 2.1245 -3.8542
P 0.1276 -1.1859 1.6597
C 1.0736 -1.3018 -1.4291
C 0.5730 -1.8599 -0.1461
H 1.0691 -3.6787 -2.8068
H 0.7640 -0.3236 -1.8501
H -0.4110 -2.2858 -0.4560
H 1.3090 -2.6725 0.1465
C 1.6691 -1.0833 2.6085
H 1.6647 -0.3029 3.3868
H 2.5422 -0.8945 1.9424
H 1.8273 -2.0536 3.1293
C -0.6488 -2.7757 2.1981
H 0.1336 -3.5564 2.1149
H -1.4765 -2.9734 1.4780
H -1.0309 -2.7530 3.2280
C 1.8758 2.5757 -5.1135
H 1.6931 3.6431 -5.3495
H 1.7237 1.9291 -6.0039
H 2.8867 2.4338 -4.7023
C -0.7857 1.7270 -4.9252
H -1.7061 1.7824 -4.3238
H -0.6570 0.7127 -5.3407
H -0.7966 2.4672 -5.7391
Os 2.0234 -2.2503 -2.8718
C 2.1542 -4.2340 -2.7554
C 3.2977 -3.3739 -2.0416
C 4.6271 -3.2045 -2.7424
C 4.6952 -2.0381 -3.7786
C 3.3432 -1.4424 -4.1296
C 2.4149 -2.3434 -4.8176
C 2.8241 -3.7588 -5.1898
C 2.5119 -4.8298 -4.1130
C 0.1360 3.6434 -3.0247
H 1.8267 -5.0040 -2.0480
H 3.2999 -3.6333 -0.9725
H 4.8868 -4.1528 -3.2345
H 5.3500 -2.9824 -1.9386
H 5.3438 -1.2484 -3.3812
H 5.2229 -2.3841 -4.6830
H 3.2947 -0.3701 -4.3663
H 1.6275 -1.9368 -5.4665
H 3.8885 -3.8047 -5.4537
H 2.2653 -4.0003 -6.1193
H 1.6335 -5.3883 -4.4680
H 3.3521 -5.5466 -4.0515
H -0.7990 3.4345 -2.4773
H -0.0117 4.4215 -3.7695
H 0.9368 3.9149 -2.3158
C -0.1209 2.9532 1.2479
C -0.5034 2.5858 2.6997
C 0.8221 2.2091 3.3880
C -1.1381 3.7681 3.4432
P -1.6987 1.1157 2.6751
N -0.8485 0.0182 1.8529
C -2.2239 0.5312 4.4130
C -3.0518 1.5771 5.1824
C -3.0945 -0.7317 4.2369
C -1.0332 0.1733 5.3071
C -3.2709 1.3473 1.6168
C -4.4320 2.0054 2.3743
C -2.9818 2.2217 0.3937
C -3.6989 -0.0374 1.0867
H 0.8759 3.4210 1.2553
H -0.8135 3.6708 0.7906
H -0.0413 2.0581 0.6159
H 1.4219 3.1267 3.4956
H 0.7110 1.7950 4.3936
H 1.4037 1.5072 2.7784
H -2.1549 4.0016 3.0938
H -1.1647 3.5908 4.5271
H -0.5113 4.6598 3.2771
H -3.9676 1.8773 4.6764
H -3.3659 1.1082 6.1278
H -2.4934 2.4855 5.4200
H -2.5115 -1.6167 3.9300
H -3.6058 -0.9763 5.1863
H -3.9105 -0.5508 3.5310
H -0.3992 -0.6288 4.9016
H -0.4145 1.0416 5.5611
H -1.4444 -0.1876 6.2648
H -4.1502 2.9889 2.7746
H -5.2592 2.1750 1.6678
H -4.8383 1.3694 3.1667
H -2.1774 1.8051 -0.2277
H -3.8906 2.2532 -0.2296
H -2.7542 3.2604 0.6662
H -2.8883 -0.4994 0.5158
H -4.0089 -0.7506 1.8519
H -4.5700 0.0959 0.4286